Record 1
Entry from the Open Molecules 2025 dataset: C47H50GeN2O9P2SeTeTl as an isolated structure (ωB97M-V/def2-TZVPD).

The geometry in XYZ format:
```
114
Properties=species:S:1:pos:R:3:forces:R:3
Tl 1.74343 0.39688 1.54053 0.1 -0.2 -0.1
C 1.58314 -0.90590 6.02749 0.0 0.0 0.0
C 1.70918 -1.23639 4.53850 0.0 -0.2 0.0
O 0.82798 -0.74883 3.78154 0.0 0.1 0.0
C 2.78538 -2.03924 4.16988 0.0 0.1 0.0
C 3.15795 -2.49237 2.85758 -0.2 0.0 0.1
C 4.34910 -3.42639 2.80378 0.0 0.0 0.0
N 2.54171 -2.16066 1.75886 0.3 0.1 0.1
N 3.03247 -2.82806 0.63303 -0.2 0.0 0.1
C 2.95461 -2.14145 -0.47291 0.0 0.0 -0.1
O 2.58114 -0.93239 -0.64297 -0.1 0.0 0.0
C 3.36806 -2.94095 -1.69037 0.0 0.0 0.0
C 3.18258 -2.40847 -2.95942 0.0 0.0 0.0
C 3.53730 -3.12353 -4.09667 0.0 0.0 0.0
C 4.09432 -4.38809 -3.97848 0.0 0.0 0.0
C 4.29221 -4.92823 -2.71129 0.0 0.0 0.0
C 3.93227 -4.21324 -1.58042 0.0 0.0 0.0
H 0.61465 -0.43930 6.20089 0.0 0.0 0.0
H 2.36725 -0.20626 6.32769 0.0 0.0 0.0
H 1.67584 -1.79891 6.64927 0.0 0.0 0.0
H 3.42740 -2.37139 4.97773 0.0 0.0 0.0
H 4.73970 -3.60857 3.80489 0.0 0.0 0.0
H 5.13401 -3.00468 2.17380 0.0 0.0 0.0
H 4.06501 -4.37135 2.33877 0.0 0.0 0.0
H 2.75614 -1.42098 -3.04003 0.0 0.0 0.0
H 3.37845 -2.68042 -5.07298 0.0 0.0 0.0
H 4.37278 -4.94989 -4.86327 0.0 0.0 0.0
H 4.73063 -5.91501 -2.60674 0.0 0.0 0.0
H 4.07198 -4.62110 -0.58824 0.0 0.0 0.0
C 4.26116 0.88751 -5.11474 0.0 0.0 0.0
C 3.11211 0.46694 -5.76681 0.0 0.0 0.0
C 1.90819 0.41736 -5.07352 0.0 0.0 0.0
C 1.84401 0.79555 -3.73558 0.0 -0.1 0.0
C 3.00121 1.22064 -3.08945 0.0 0.0 0.0
C 4.20254 1.26322 -3.77829 0.0 0.0 0.0
Ge 0.15028 0.61557 -2.82304 -0.5 0.1 0.2
C -0.47770 -1.22986 -2.73589 0.2 -0.1 0.1
C -0.09720 -2.11814 -1.73080 0.0 0.1 0.0
C -0.46482 -3.45516 -1.79165 0.0 0.0 0.0
C -1.22057 -3.92249 -2.85789 0.0 0.0 0.0
C -1.61465 -3.04644 -3.86013 0.0 0.0 0.0
C -1.24449 -1.70913 -3.79785 -0.1 0.0 0.0
C -1.30659 1.56655 -3.71224 0.1 0.0 0.0
C -2.59530 1.39312 -3.21525 0.0 0.0 0.0
C -3.66564 2.08737 -3.76194 0.0 0.0 0.0
C -3.45668 2.95888 -4.82096 0.0 0.0 0.0
C -2.17456 3.14191 -5.32324 0.0 0.0 0.0
C -1.10574 2.45665 -4.76309 0.0 0.0 0.0
H 5.20659 0.91384 -5.64384 0.0 0.0 0.0
H 3.15191 0.16625 -6.80739 0.0 0.0 0.0
H 1.01627 0.06710 -5.58511 0.0 0.0 0.0
H 2.96360 1.49296 -2.04305 0.0 0.0 0.0
H 5.10131 1.58108 -3.26449 0.0 0.0 0.0
H 0.50187 -1.75976 -0.90279 0.0 0.0 0.0
H -0.15050 -4.12705 -1.00177 0.0 0.0 0.0
H -1.50014 -4.96844 -2.90863 0.0 0.0 0.0
H -2.21083 -3.40270 -4.69261 0.0 0.0 0.0
H -1.57639 -1.03318 -4.57879 0.0 0.0 0.0
H -2.77070 0.71742 -2.38500 0.0 0.0 0.0
H -4.65810 1.95087 -3.34852 0.0 0.0 0.0
H -4.28972 3.50783 -5.24532 0.0 0.0 0.0
H -2.00409 3.83921 -6.13532 0.0 0.0 0.0
H -0.10024 2.63887 -5.12367 0.0 0.0 0.0
C -2.04974 0.51350 3.20001 0.0 0.0 0.1
P -1.46996 -0.56812 1.84524 0.1 0.1 -0.2
C -2.91860 -0.55633 0.70986 -0.1 0.1 0.1
C -3.09106 -1.61517 -0.18461 0.0 0.0 0.0
C -4.11871 -1.61371 -1.11329 0.0 0.0 0.0
C -5.00854 -0.54678 -1.16646 0.0 0.0 0.0
C -4.85101 0.51292 -0.28600 0.0 0.0 0.0
C -3.81475 0.50974 0.64081 0.0 0.0 -0.1
C -1.69649 -2.24090 2.56722 0.1 0.0 0.0
C -0.63362 -3.13516 2.46934 0.0 0.0 0.1
C -0.75352 -4.42132 2.98307 0.0 0.0 0.0
C -1.92923 -4.82034 3.60068 0.0 0.0 0.0
C -2.99412 -3.93225 3.70222 0.0 0.0 0.0
C -2.87535 -2.65139 3.18485 0.0 0.0 -0.1
H -3.00273 0.19115 3.62634 0.0 0.0 0.0
H -2.10972 1.53604 2.83333 0.0 0.0 0.0
H -1.26327 0.48191 3.95435 0.0 0.0 0.0
H -2.41358 -2.45822 -0.14763 0.0 0.0 0.0
H -4.21057 -2.44191 -1.80581 0.0 0.0 0.0
H -5.80716 -0.53647 -1.89891 0.0 0.0 0.0
H -5.52949 1.35751 -0.32289 0.0 0.0 0.0
H -3.69852 1.35737 1.30330 0.0 0.0 0.0
H 0.30390 -2.80883 2.03121 0.0 0.0 0.0
H 0.08653 -5.10126 2.90918 0.0 0.0 0.0
H -2.01766 -5.82078 4.00923 0.0 0.0 0.0
H -3.91659 -4.24016 4.18165 0.0 0.0 0.0
H -3.71489 -1.96674 3.24497 0.0 0.0 0.0
C 0.46153 5.54661 5.81132 0.0 0.0 0.0
C 1.23856 5.36722 4.52450 0.0 0.0 0.0
O 0.78966 4.18737 3.86107 -0.1 0.0 0.0
P 0.01618 4.24621 2.46026 0.2 0.4 0.2
O -0.42797 2.91997 2.05115 -0.2 -0.4 0.1
Te 1.35913 5.56291 0.91213 0.1 0.2 0.2
O -1.18175 5.25317 2.84161 -0.1 0.0 0.1
C -2.20156 5.44435 1.83876 0.1 0.0 0.0
C -3.48594 5.80936 2.54478 0.0 0.0 0.0
H 0.86786 6.38216 6.38630 0.0 0.0 0.0
H 0.52378 4.64250 6.41721 0.0 0.0 0.0
H -0.58772 5.74408 5.59238 0.0 0.0 0.0
H 2.30586 5.23880 4.71427 0.0 0.0 0.0
H 1.12382 6.23833 3.87429 0.0 0.0 0.0
H -2.30225 4.53245 1.24781 0.0 0.0 0.0
H -1.86722 6.23589 1.16402 0.0 0.0 0.0
H -3.73363 5.05185 3.28909 0.0 0.0 0.0
H -4.30189 5.86330 1.82186 0.0 0.0 0.0
H -3.40349 6.77420 3.04829 0.0 0.0 0.0
O 0.82449 3.37999 -2.52943 -0.1 0.0 0.0
Se 0.27772 2.99936 -1.05338 0.1 0.4 -0.6
O -1.17067 3.59720 -0.70274 0.0 -0.1 0.0
O 0.17585 1.27105 -1.10610 0.0 -0.3 -0.3
O 1.45498 3.25822 0.05754 0.2 -0.1 0.0
```
Forces are in eV/Å.

The calculation puts the frontier orbital gap (alpha / beta) at 5.046 / 4.766 eV. The spin multiplicity is 2. As for the total charge: -2. Its lowest unoccupied orbital energy (alpha / beta) is 3.653 / 3.372 eV.

Löwdin population analysis, charges in e, atoms 1 to 2:
1. Tl 0.93
2. C -0.05

Record 2
Entry from the Open Molecules 2025 dataset: a 4-piece molecular cluster, C2H12O3S2 overall (ωB97M-V/def2-TZVPD).

The geometry in XYZ format:
```
19
Properties=species:S:1:pos:R:3:forces:R:3
C 1.34711 -0.52274 1.55823 0.0 -1.3 -0.3
S 2.84357 0.40133 1.16853 -0.6 1.3 0.0
S 2.26006 1.69158 -0.27249 0.4 -0.9 -0.4
C 1.36523 0.64824 -1.49208 -0.1 -0.6 -1.2
H 0.42607 0.09098 1.62168 0.6 -0.1 -0.6
H 1.34384 -1.30761 0.70063 -0.6 0.8 2.1
H 1.49099 -0.88686 2.62628 0.1 -0.2 -1.6
H 0.28043 0.83592 -1.51020 0.3 -0.2 0.5
H 1.69270 0.93267 -2.54067 0.1 0.0 1.4
H 1.62133 -0.43881 -1.35217 -0.3 1.2 0.0
H -2.13014 -2.29271 -1.03054 -2.2 0.9 0.7
H -0.75944 -2.19333 -1.28161 0.4 -0.4 -0.2
O -1.45109 -2.86494 -1.30029 1.8 -0.5 -0.5
H -2.84498 -0.87469 1.00052 0.4 0.3 -2.1
H -2.11068 0.33118 0.44532 -0.6 -1.0 -1.0
O -2.50762 -0.52524 0.10951 0.1 0.6 3.1
H -1.39788 2.90082 0.77395 -0.6 -1.9 -0.8
H -0.23660 2.09644 0.39826 -1.5 -0.8 -0.3
O -1.23288 1.97779 0.37714 2.2 2.9 1.2
```
Forces are in eV/Å.

The calculation puts the frontier orbital gap (alpha / beta) at 8.881 / 5.133 eV. The spin multiplicity is 2. As for the total charge: +1. Its lowest unoccupied orbital energy (alpha / beta) is -4.783 / -8.531 eV.

Löwdin population analysis, charges in e, atoms 1 to 2:
1. C -0.38
2. S 0.70

Record 3
Entry from the Open Molecules 2025 dataset: C63H65N11O2S6Ti as an isolated structure (ωB97M-V/def2-TZVPD).

The geometry in XYZ format:
```
148
Properties=species:S:1:pos:R:3:forces:R:3
Ti 0.42266 -0.20655 -0.25248 -0.6 -0.9 1.4
N -2.65208 2.83935 1.06425 0.1 -0.1 0.0
C -1.85241 2.48702 -0.00962 -0.3 -0.1 0.0
S -0.70400 3.62436 -0.55171 0.2 0.1 -0.1
N -2.18392 1.31282 -0.50611 0.2 0.0 0.2
N -1.29296 0.63481 -1.29928 0.2 0.0 0.0
C -1.76949 0.14082 -2.38456 -0.2 0.2 0.2
C -1.12140 -0.81763 -3.25707 0.1 -0.2 -0.2
C -1.72377 -1.08476 -4.49195 0.1 0.0 0.1
C -1.17599 -1.98714 -5.38345 -0.1 0.0 0.0
C 0.00164 -2.64330 -5.04275 0.1 -0.1 0.0
C 0.61581 -2.40420 -3.82750 -0.1 0.0 -0.1
C 0.06354 -1.50234 -2.91697 -0.1 0.1 0.0
O 0.65438 -1.31443 -1.74809 0.0 0.1 -0.1
H -2.78554 3.82874 1.18296 0.0 0.0 0.0
H -3.45266 2.23851 1.21117 -0.1 0.0 0.0
H -2.77122 0.46483 -2.66326 0.0 0.0 0.0
H -2.63990 -0.56283 -4.74477 0.0 0.0 0.0
H -1.65745 -2.17441 -6.33389 0.0 0.0 0.0
H 0.44824 -3.35061 -5.73228 0.0 0.0 0.0
H 1.53372 -2.90537 -3.56271 0.1 -0.1 0.1
N -0.57449 -1.38566 0.78123 0.6 0.7 -0.8
S -0.32567 -2.90771 0.95099 0.2 0.1 0.3
N 1.02007 -3.50016 1.09232 -0.1 -0.1 0.3
S 2.10967 -4.16722 -0.78468 0.0 0.2 0.0
N 3.19644 -2.97588 -0.67729 0.3 0.0 0.1
S 3.27960 -1.62963 0.13254 -0.1 -0.1 -0.2
N 2.20016 -0.73216 0.59067 -0.3 0.3 -0.3
C 4.31681 -1.99728 1.54184 0.0 -0.1 -0.1
C 3.67232 -2.12787 2.76070 0.0 0.0 0.0
C 4.40196 -2.53747 3.86706 0.0 0.0 0.0
C 5.75851 -2.80645 3.74863 0.0 0.0 0.0
C 6.39019 -2.68312 2.51676 0.0 0.0 0.0
C 5.66593 -2.28766 1.40165 0.0 0.0 0.0
C 4.37789 -0.75529 -0.98945 0.0 0.0 0.1
C 5.17980 0.25491 -0.47756 0.0 0.0 0.0
C 5.87872 1.07725 -1.34905 0.0 0.0 0.0
C 5.74105 0.91166 -2.72057 0.0 0.0 0.0
C 4.91818 -0.08764 -3.22068 0.0 0.0 0.0
C 4.24438 -0.93831 -2.35655 0.0 0.0 0.0
C 2.93476 -4.95167 -2.19961 0.0 -0.1 -0.3
C 2.08285 -5.60088 -3.08130 0.0 0.1 -0.1
C 2.60109 -6.28279 -4.17546 0.0 0.0 0.0
C 3.97137 -6.30969 -4.38346 0.0 0.0 0.0
C 4.82144 -5.65500 -3.49789 0.0 0.0 0.0
C 4.30681 -4.97647 -2.40487 0.1 0.0 0.0
C 2.59474 -5.50371 0.31652 -0.1 -0.1 -0.1
C 3.51357 -5.33321 1.33137 0.0 0.0 0.0
C 3.82552 -6.41180 2.14727 0.0 0.0 0.0
C 3.22363 -7.64451 1.94675 0.0 0.0 0.0
C 2.31604 -7.80903 0.90994 0.0 0.0 -0.1
C 2.00587 -6.73998 0.08203 0.1 0.0 0.1
C -1.31298 -3.30586 2.40655 0.0 0.0 -0.1
C -1.23631 -4.59104 2.92436 0.1 0.0 0.1
C -1.93672 -4.90432 4.07829 0.0 0.0 0.0
C -2.70566 -3.93003 4.71104 0.0 -0.1 0.0
C -2.77925 -2.65004 4.18164 0.0 0.0 0.0
C -2.08261 -2.33219 3.02042 -0.2 0.0 -0.1
C -1.33756 -3.67897 -0.33294 -0.1 0.0 0.0
C -1.17777 -5.03170 -0.59281 0.0 -0.1 -0.1
C -1.92635 -5.63177 -1.59462 0.0 0.0 0.0
C -2.83787 -4.87784 -2.32583 0.0 0.0 0.0
C -3.01488 -3.53251 -2.03873 0.0 0.0 0.0
C -2.26775 -2.93023 -1.03473 0.0 0.0 0.0
H 2.60341 -1.96564 2.80619 0.0 0.0 0.0
H 3.90396 -2.66212 4.82021 0.0 0.0 0.0
H 6.32501 -3.12281 4.61510 0.0 0.0 0.0
H 7.44530 -2.90325 2.41975 0.0 0.0 0.0
H 6.14263 -2.21561 0.43191 0.0 0.0 0.0
H 5.25326 0.40349 0.59388 0.0 0.0 0.0
H 6.52306 1.85443 -0.95676 0.0 0.0 0.0
H 6.27142 1.56545 -3.40103 0.0 0.0 0.0
H 4.79688 -0.21018 -4.28919 0.0 0.0 0.0
H 3.60735 -1.72814 -2.72887 0.0 0.0 0.0
H 1.01097 -5.55559 -2.92095 0.0 0.0 0.0
H 1.93325 -6.78241 -4.86584 0.0 0.0 0.0
H 4.38178 -6.83615 -5.23565 0.0 0.0 0.0
H 5.89163 -5.67542 -3.66182 0.0 0.0 0.0
H 4.96211 -4.45820 -1.71598 0.0 0.0 0.0
H 3.97545 -4.37433 1.49575 0.0 0.0 0.0
H 4.54202 -6.28147 2.94886 0.0 0.0 0.0
H 3.46685 -8.48003 2.59057 0.0 0.0 0.0
H 1.85565 -8.77281 0.73402 0.0 0.0 0.0
H 1.32846 -6.87323 -0.75179 0.0 0.0 0.0
H -0.59562 -5.32257 2.44359 0.0 0.0 0.0
H -1.87312 -5.90266 4.49269 0.0 0.0 0.0
H -3.23709 -4.17175 5.62413 0.0 0.0 0.0
H -3.37564 -1.89062 4.67689 0.0 0.0 0.0
H -2.13683 -1.34779 2.56778 0.0 0.0 0.0
H -0.46505 -5.60283 -0.01167 0.0 0.0 0.0
H -1.79831 -6.68668 -1.80838 0.0 0.0 0.0
H -3.41612 -5.34427 -3.11372 0.0 0.0 0.0
H -3.73497 -2.94562 -2.59480 0.0 0.0 0.0
H -2.40230 -1.88505 -0.78503 0.0 0.0 0.0
N 3.05709 3.18104 -1.35861 0.0 -0.1 0.0
C 2.54489 2.09973 -0.72742 -0.1 0.2 0.0
N 1.66694 1.45629 -1.44408 0.2 -0.4 0.2
C 1.62265 2.12361 -2.66210 0.0 0.1 -0.1
C 0.91725 1.85736 -3.83278 0.0 -0.1 0.0
C 1.09553 2.71029 -4.90381 0.0 0.0 0.0
C 1.95340 3.81619 -4.83292 0.0 0.0 0.0
C 2.67017 4.08970 -3.68452 0.0 0.0 -0.1
C 2.48732 3.22252 -2.61629 0.0 0.0 0.0
H 3.73405 3.81534 -0.97669 0.0 0.0 0.0
H 2.83774 1.81849 0.27056 0.0 0.0 0.0
H 0.25796 1.00601 -3.91419 0.0 0.1 0.0
H 0.55360 2.52176 -5.82155 0.0 0.0 0.0
H 2.05663 4.46347 -5.69423 0.0 0.0 0.0
H 3.33936 4.93816 -3.62052 0.0 0.0 0.0
C -0.20881 -0.66551 5.59152 0.0 -0.1 0.0
C -0.18346 0.46573 4.57173 -0.1 0.0 -0.1
C 1.02734 0.32664 3.66777 0.0 0.0 0.0
S 1.25104 1.55027 2.36390 0.1 0.2 0.0
O 0.25012 1.15597 1.30270 0.0 -0.1 -0.6
C 0.48594 3.05501 2.97875 0.0 -0.1 0.1
C 1.37328 3.84429 3.93007 -0.1 0.0 0.1
C 2.68235 4.30399 3.30049 0.1 0.1 0.0
H -1.08374 -0.59562 6.23931 0.0 0.0 0.0
H 0.67889 -0.63600 6.22852 0.0 0.0 0.0
H -0.23864 -1.63860 5.09829 0.0 0.0 0.0
H -0.17036 1.42743 5.09124 0.0 0.0 0.0
H -1.08707 0.45027 3.95531 0.0 0.0 0.0
H 0.96222 -0.58770 3.06775 0.0 0.0 0.0
H 1.96736 0.28930 4.22720 0.0 0.1 0.0
H -0.47905 2.79064 3.40965 0.0 0.0 0.0
H 0.27465 3.58977 2.04355 0.1 0.0 0.0
H 1.56427 3.26976 4.84253 0.0 0.0 0.0
H 0.79654 4.71671 4.24749 0.0 0.0 0.0
H 3.35127 3.46779 3.08858 0.0 0.0 0.0
H 3.21256 4.98920 3.96272 0.0 0.0 0.0
H 2.49146 4.82476 2.35977 0.0 0.0 0.0
C -6.63108 -3.14436 4.48164 0.0 0.0 0.1
C -6.10928 -1.83681 3.98917 0.0 0.0 -0.1
C -5.97847 -0.70784 4.73391 0.0 0.0 -0.1
C -5.44528 0.44355 4.08320 -0.1 0.0 0.1
N -5.11467 0.47578 2.82167 0.0 0.0 0.1
C -5.25466 -0.64969 2.05192 0.1 0.1 0.0
S -4.86923 -0.70136 0.45649 -0.1 -0.1 -0.1
N -5.72886 -1.78389 2.69209 -0.1 0.0 0.0
C -5.22421 1.69361 4.88249 0.0 0.0 0.0
H -7.03238 -3.04039 5.48678 0.0 0.0 0.0
H -5.82795 -3.88305 4.49551 0.0 0.0 0.0
H -7.41944 -3.51423 3.82487 0.0 0.0 0.0
H -6.26809 -0.68582 5.77324 0.0 0.0 0.0
H -5.79205 -2.60294 2.10314 0.0 0.0 0.0
H -5.97596 1.80761 5.66315 0.0 0.0 0.0
H -5.22259 2.56124 4.22797 0.0 0.0 0.0
H -4.24626 1.63055 5.36688 0.0 0.0 0.0
```
Forces are in eV/Å.

The calculation puts the frontier orbital gap at 6.583 eV. Its lowest unoccupied orbital energy is 0.331 eV.

Löwdin population analysis, charges in e, atoms 1 to 2:
1. Ti 0.95
2. N 0.05

Record 4
Entry from the Open Molecules 2025 dataset: C3H4Br2N2O3 as an isolated structure (ωB97M-V/def2-TZVPD).

The geometry in XYZ format:
```
14
Properties=species:S:1:pos:R:3:forces:R:3
C 1.01537 0.12101 1.06935 0.5 -0.4 -1.5
C 0.28358 -0.03006 -0.30350 1.3 -1.2 -1.4
C -1.23668 -0.17654 -0.22443 0.5 0.0 1.9
N 2.39424 0.25791 1.14913 0.7 0.2 -0.1
N -1.81658 -0.02473 -1.57700 0.0 -0.3 0.1
O 0.33267 0.22311 2.03146 -0.8 0.4 1.9
O -2.06036 1.08853 -1.88713 -0.2 2.2 -1.3
O -2.00328 -0.99649 -2.22886 -0.1 -1.7 -1.3
Br -2.23278 1.07365 0.83247 0.0 0.5 0.7
Br -1.61850 -1.91014 0.42854 -0.2 -1.0 0.4
H 0.57188 -0.98361 -0.90757 0.0 1.6 1.1
H 0.57210 0.82972 -0.92507 -0.2 -0.1 0.1
H 3.07758 -0.21121 0.50833 -1.2 1.0 1.0
H 2.72075 0.73886 2.03430 -0.5 -1.3 -1.7
```
Forces are in eV/Å.

The calculation puts the frontier orbital gap at 9.749 eV. Its lowest unoccupied orbital energy is -0.133 eV.

Löwdin population analysis, charges in e, atoms 1 to 2:
1. C -0.57
2. C -0.17

Record 5
Entry from the Open Molecules 2025 dataset: a 2-piece molecular cluster, C9H14 overall (ωB97M-V/def2-TZVPD).

The geometry in XYZ format:
```
23
Properties=species:S:1:pos:R:3:forces:R:3
C 1.06775 2.51895 -0.69921 1.2 -1.9 -0.8
C 0.32951 1.25083 -0.99770 1.1 2.5 -0.7
C 0.32923 0.84374 -2.34684 -1.4 -1.1 1.4
C -0.32699 -0.35137 -2.67012 1.4 -0.5 1.0
C -0.56096 -1.30223 -1.61453 0.1 2.4 0.3
C -0.44459 -0.80079 -0.31689 -0.8 0.8 2.1
C -0.15414 0.58756 0.05545 -1.0 -5.4 -1.7
H 2.02149 2.10900 -0.26849 -0.7 1.3 0.0
H 0.47394 3.16953 -0.11644 -0.1 0.8 0.9
H 1.25151 2.90412 -1.67812 0.6 1.1 -0.3
H 0.86258 1.53409 -2.97864 -0.4 -0.2 -0.8
H -0.45018 -0.62957 -3.69671 0.0 -0.2 -0.4
H -0.83507 -2.32915 -1.78684 -0.1 0.0 -0.2
H -0.63493 -1.39127 0.60795 0.0 -0.2 -1.2
H -0.18046 0.80287 1.09843 0.2 0.7 0.4
C -0.85665 -0.92271 3.44822 -0.1 2.5 -3.3
C 0.40178 -1.65780 3.22481 1.5 -0.4 0.6
H -0.64368 0.09323 3.69692 0.1 0.8 0.8
H -1.60932 -0.72728 2.66395 0.7 -0.7 -0.7
H -1.44718 -1.33239 4.12161 -2.5 -1.9 3.7
H 1.12864 -1.00421 3.62030 1.4 1.3 -0.1
H 0.72297 -1.79942 2.18470 -0.2 -0.8 0.5
H 0.62998 -2.39662 4.03224 -0.8 -0.7 -1.5
```
Forces are in eV/Å.

Its SMILES is Cc1ccccc1.CC. The calculation puts the frontier orbital gap at 9.951 eV. Its lowest unoccupied orbital energy is 1.030 eV.

Löwdin population analysis, charges in e, atoms 1 to 2:
1. C -0.05
2. C -0.35

Asked for energy relative to the best compared isomer or geometry (same formula, charge and spin) across the records above, the calculation gives 0.000; 1.546; 0.000; 0.843; 2.368 eV in order.
Asked for largest force on an atom across the records above, the calculation gives 0.015; 0.075; 0.034; 0.051; 0.113 Eh/bohr in order.